# 1
C37H31Br3N6O12 | wB97M-V/def2-TZVPD

**Multiplicity**: 2
**Total charge**: -1
**E_LUMO (spin up / spin down)**: 0.152 / 0.152 eV
**Highest occupied orbital energy (spin up / spin down)**: -1.366 / -5.204 eV
**Calculated total energy**: -282491.2978 eV
**<S²>**: 0.770

Last column: Löwdin spin population.
Positions of all 89 atoms, in Å:
C 16.937 -1.118 18.320  0.113
C 16.789 0.191 17.974  0.009
C 17.677 1.121 18.466  0.097
C 18.712 0.711 19.433  0.058
C 18.803 -0.656 19.728  0.079
C 18.000 -1.603 19.091  -0.001
N 19.480 1.742 20.062  0.229
O 20.251 1.443 20.947  0.210
O 19.353 2.896 19.711  0.163
H 16.301 -1.871 17.879  0.009
H 16.115 0.462 17.175  -0.003
H 17.630 2.176 18.237  0.008
H 19.600 -0.865 20.427  0.009
H 18.123 -2.671 19.190  -0.003
C 8.662 0.953 17.828  0.000
C 7.551 1.412 17.127  0.000
C 7.491 2.691 16.693  0.000
C 8.602 3.508 16.669  0.000
C 9.771 2.965 17.218  0.000
C 9.853 1.715 17.816  0.000
N 8.617 4.953 16.203  0.000
O 7.511 5.552 15.962  0.000
O 9.667 5.530 16.025  0.000
H 8.637 -0.080 18.143  0.000
H 6.623 0.863 17.185  0.000
H 6.574 3.168 16.378  0.000
H 10.725 3.472 17.213  0.000
H 10.818 1.332 18.113  0.000
C 14.473 3.581 18.643  0.003
C 15.715 4.151 19.102  0.001
C 16.624 4.417 18.045  0.001
C 16.353 4.158 16.762  0.000
C 15.140 3.776 16.317  0.002
C 14.217 3.355 17.311  0.000
N 17.445 4.368 15.767  0.000
O 18.506 3.813 15.982  0.001
O 17.225 5.095 14.773  0.000
H 13.693 3.369 19.359  0.000
H 15.817 4.425 20.142  0.001
H 17.600 4.759 18.358  0.000
H 15.007 3.701 15.247  0.000
H 13.275 2.980 16.936  0.000
C 23.592 3.822 16.684  0.001
C 22.375 3.980 17.307  0.001
C 21.523 2.915 17.038  0.002
C 21.816 1.797 16.270  0.001
C 23.108 1.761 15.625  0.001
C 23.998 2.813 15.824  0.000
N 20.814 0.771 15.943  0.001
O 21.163 -0.195 15.273  0.001
O 19.693 1.038 16.255  0.003
H 24.199 4.710 16.787  0.000
H 22.083 4.883 17.823  0.000
H 20.516 2.952 17.425  0.001
H 23.356 0.980 14.922  0.000
H 25.040 2.717 15.555  0.000
C 14.591 6.809 14.689  0.000
C 13.592 6.402 15.625  0.000
C 13.454 7.096 16.856  0.000
C 14.198 8.283 16.999  0.000
C 15.090 8.769 16.028  0.000
C 15.288 8.003 14.838  0.000
N 14.074 9.085 18.230  0.000
O 14.715 10.103 18.321  0.000
O 13.237 8.792 19.045  0.000
H 14.796 6.169 13.844  0.000
H 12.941 5.561 15.442  0.000
H 12.656 6.766 17.505  0.000
H 15.662 9.675 16.165  0.000
H 15.941 8.187 13.998  0.000
C 9.469 2.693 13.289  0.000
C 10.748 2.978 13.775  0.000
C 11.568 1.886 13.982  0.000
C 11.253 0.590 13.635  0.000
C 9.941 0.335 13.305  0.000
C 9.034 1.379 13.125  0.000
N 12.157 -0.540 13.811  0.000
O 13.212 -0.481 14.447  0.000
O 11.817 -1.616 13.316  0.000
H 8.887 3.593 13.161  0.000
H 11.075 4.001 13.889  0.000
H 12.584 2.140 14.245  0.000
H 9.693 -0.700 13.126  0.000
H 7.990 1.229 12.896  0.000
C 18.212 7.729 18.448  0.000
Br 18.339 9.684 18.276  0.000
Br 17.634 7.095 20.221  0.001
Br 19.956 6.906 17.994  0.000
H 17.549 7.247 17.730  0.000

# 2
C37H31Cl5N2OPRu | wB97M-V/def2-TZVPD

**Multiplicity**: 2
**Total charge**: +2
**E_LUMO (spin up / spin down)**: -7.783 / -7.527 eV
**Highest occupied orbital energy (spin up / spin down)**: -13.823 / -13.817 eV
**Calculated total energy**: -118367.7299 eV
**<S²>**: 0.768

Last column: Löwdin spin population.
Positions of all 78 atoms, in Å:
Ru 0.533 0.111 0.906  0.933
O 0.247 -2.457 0.987  -0.002
C 1.369 -3.087 1.605  0.000
C 2.508 -3.335 0.616  0.000
C 2.913 -2.047 -0.112  0.005
C 3.576 -1.020 0.762  -0.001
C 4.861 -1.203 1.268  0.000
C 5.460 -0.180 1.980  0.000
C 4.758 1.002 2.171  0.002
C 3.472 1.096 1.671  0.006
N 2.897 0.107 0.988  0.020
H -0.084 -3.041 0.285  0.000
H 1.053 -4.033 2.059  0.000
H 1.678 -2.394 2.393  0.000
H 2.191 -4.064 -0.131  0.000
H 3.355 -3.757 1.156  0.000
H 2.004 -1.582 -0.539  0.003
H 3.589 -2.302 -0.932  0.000
H 5.378 -2.134 1.091  0.000
H 6.455 -0.294 2.383  0.000
H 5.199 1.828 2.703  0.000
H 2.887 1.997 1.821  0.001
Cl 2.285 -0.712 4.093  0.001
C 0.771 0.087 4.213  -0.003
C 0.101 0.485 3.052  -0.055
C -1.110 1.149 3.257  -0.004
Cl -1.891 1.752 1.849  0.030
C -1.699 1.338 4.504  -0.003
Cl -3.249 2.046 4.656  -0.001
C -0.991 0.925 5.644  0.005
Cl -1.653 1.166 7.194  0.002
C 0.267 0.324 5.498  -0.003
Cl 1.159 -0.105 6.895  -0.002
C 1.627 4.293 -1.922  0.000
C 1.000 4.450 -0.697  0.000
C 0.773 3.330 0.086  -0.001
N 1.134 2.110 -0.299  -0.010
C 1.745 1.958 -1.471  0.001
C 2.006 3.019 -2.318  0.000
H 1.822 5.146 -2.553  0.000
H 0.693 5.422 -0.349  0.000
H 0.295 3.416 1.055  0.000
H 2.050 0.950 -1.731  0.001
H 2.499 2.850 -3.260  0.000
C -0.550 -3.770 -3.750  0.001
C 0.454 -2.833 -3.547  0.000
C 0.247 -1.775 -2.682  0.001
C -0.970 -1.643 -2.010  0.003
C -1.974 -2.589 -2.213  0.001
C -1.760 -3.641 -3.088  0.000
P -1.211 -0.198 -0.923  0.038
C -1.499 1.184 -2.083  0.006
C -1.349 1.045 -3.462  0.003
C -1.631 2.113 -4.296  0.000
C -2.029 3.333 -3.773  0.003
C -2.156 3.481 -2.400  0.000
C -1.899 2.415 -1.559  0.003
C -2.838 -0.510 -0.172  0.008
C -2.886 -1.143 1.071  0.002
C -4.109 -1.451 1.636  0.000
C -5.283 -1.131 0.969  0.001
C -5.236 -0.493 -0.262  0.000
C -4.016 -0.181 -0.838  0.002
H -0.389 -4.594 -4.428  0.000
H 1.393 -2.924 -4.070  0.000
H 1.021 -1.029 -2.541  0.000
H -2.923 -2.492 -1.708  0.000
H -2.547 -4.361 -3.256  0.000
H -1.043 0.100 -3.886  0.000
H -1.542 1.987 -5.363  0.000
H -2.247 4.164 -4.429  0.000
H -2.461 4.429 -1.984  0.000
H -2.032 2.536 -0.494  0.000
H -1.958 -1.384 1.588  0.000
H -4.148 -1.945 2.595  0.000
H -6.236 -1.377 1.412  0.000
H -6.150 -0.242 -0.778  0.000
H -3.976 0.307 -1.802  0.000

# 3
C37H31FeN5O2S2 | wB97M-V/def2-TZVPD

**Multiplicity**: 2
**Total charge**: -1
**E_LUMO (spin up / spin down)**: 2.520 / 2.522 eV
**Highest occupied orbital energy (spin up / spin down)**: -4.523 / -4.507 eV
**Calculated total energy**: -106478.2747 eV
**<S²>**: 0.797

Last column: Löwdin spin population.
Positions of all 78 atoms, in Å:
Fe -0.269 1.208 -0.709  1.100
C 3.238 -1.439 -1.136  0.000
C 1.840 -1.861 -0.783  0.000
N 1.005 -2.013 -1.736  -0.003
N -0.195 -2.627 -1.452  -0.008
C -1.271 -1.980 -1.633  -0.003
S -1.549 -0.320 -2.129  -0.039
S -2.799 -2.941 -1.493  -0.001
C -2.843 -3.226 0.313  0.000
C -2.438 -4.621 0.699  0.000
C -3.396 -5.629 0.764  0.000
C -3.042 -6.929 1.095  0.000
C -1.716 -7.237 1.367  0.000
C -0.755 -6.237 1.300  0.000
C -1.111 -4.939 0.967  0.000
C 1.505 -2.114 0.634  0.000
C 2.240 -3.053 1.355  0.000
C 1.907 -3.416 2.649  0.000
C 0.789 -2.820 3.231  0.000
C 0.068 -1.863 2.549  0.000
C 0.424 -1.428 1.245  0.001
O -0.211 -0.424 0.731  0.007
H 3.283 -1.120 -2.177  0.000
H 3.592 -0.645 -0.475  0.000
H 3.916 -2.289 -1.011  0.000
H -2.201 -2.472 0.768  0.000
H -3.869 -3.039 0.631  0.000
H -4.432 -5.391 0.548  0.000
H -3.801 -7.701 1.139  0.000
H -1.435 -8.249 1.631  0.000
H 0.285 -6.463 1.504  0.000
H -0.357 -4.168 0.901  0.000
H 3.080 -3.536 0.865  0.000
H 2.483 -4.162 3.182  0.000
H 0.481 -3.106 4.230  0.000
H -0.789 -1.385 3.012  0.000
N -1.779 1.549 0.605  -0.017
C -1.968 2.896 0.990  0.001
C -1.835 3.244 2.329  -0.002
C -1.955 4.565 2.723  0.001
C -2.198 5.546 1.770  -0.002
C -2.295 5.196 0.433  0.002
C -2.175 3.870 0.019  -0.001
C -2.148 3.487 -1.415  0.001
C -3.006 4.196 -2.261  -0.004
C -2.978 4.026 -3.632  0.010
C -2.058 3.130 -4.151  -0.003
C -1.246 2.397 -3.299  0.003
C -1.248 2.507 -1.903  -0.057
H -1.472 0.950 1.367  0.000
H -2.523 1.090 0.078  0.000
H -1.635 2.466 3.057  0.000
H -1.849 4.828 3.768  0.000
H -2.280 6.585 2.064  0.000
H -2.423 5.966 -0.317  0.000
H -3.716 4.886 -1.819  -0.001
H -3.660 4.570 -4.274  0.001
H -1.992 2.964 -5.220  -0.001
H -0.611 1.672 -3.776  0.000
O 0.706 2.204 0.624  0.007
C 1.983 2.315 0.799  -0.001
C 2.468 2.635 2.093  0.003
C 3.809 2.790 2.341  0.000
C 4.753 2.624 1.324  0.004
C 4.311 2.288 0.064  0.000
C 2.949 2.137 -0.223  0.003
C 2.532 1.687 -1.537  0.002
N 1.391 1.094 -1.869  -0.006
C 1.516 0.685 -3.178  -0.001
C 2.716 1.074 -3.663  0.004
N 3.347 1.715 -2.617  0.000
H 1.733 2.744 2.880  0.000
H 4.139 3.028 3.346  0.000
H 5.811 2.725 1.527  0.000
H 5.048 2.100 -0.710  0.000
H 0.743 0.123 -3.661  0.000
H 3.177 0.941 -4.624  0.000
H 4.257 2.137 -2.629  0.000